No. 1
Formula: C31H48N8O3PS2Sr
Source: OMol25
Level of theory: wB97M-V/def2-TZVPD

* multiplicity: 1
* E_HOMO: -4.8 eV
* max |F|: 0.34 eV/Å
* total charge: -1

Positions of all 94 atoms, in Å:
Sr  0.50  0.29  -0.47
C  4.56  -2.24  -2.02
C  3.51  -1.16  -1.90
N  2.37  -1.41  -1.38
N  2.15  -2.76  -1.08
C  1.67  -3.01  0.09
S  1.36  -1.95  1.42
S  1.21  -4.75  0.22
C  1.79  -5.14  1.89
C  3.29  -5.33  1.94
C  4.12  -4.24  2.17
C  5.50  -4.40  2.16
C  6.06  -5.65  1.94
C  5.23  -6.74  1.72
C  3.86  -6.58  1.72
C  3.80  0.19  -2.44
C  4.57  0.25  -3.61
C  4.85  1.44  -4.25
C  4.38  2.63  -3.69
C  3.65  2.60  -2.53
C  3.31  1.39  -1.85
O  2.61  1.43  -0.77
H  4.60  -2.82  -1.11
H  4.31  -2.93  -2.83
H  5.54  -1.81  -2.22
H  1.28  -6.06  2.17
H  1.46  -4.34  2.54
H  3.68  -3.26  2.32
H  6.14  -3.54  2.33
H  7.14  -5.77  1.94
H  5.66  -7.72  1.55
H  3.21  -7.43  1.54
H  4.93  -0.67  -4.04
H  5.43  1.45  -5.17
H  4.59  3.58  -4.17
H  3.28  3.52  -2.08
C  0.71  -0.92  -4.02
N  -0.01  0.10  -3.27
C  0.28  1.41  -3.85
C  -1.45  -0.13  -3.30
C  -1.90  -1.36  -2.53
N  -1.84  -1.20  -1.08
C  -2.89  -0.30  -0.60
C  -1.98  -2.50  -0.43
H  0.34  -0.97  -5.06
H  0.62  -1.90  -3.55
H  1.77  -0.67  -4.04
H  -0.05  1.46  -4.90
H  1.36  1.59  -3.82
H  -0.22  2.19  -3.27
H  -1.79  -0.25  -4.35
H  -1.93  0.77  -2.91
H  -1.27  -2.20  -2.79
H  -2.93  -1.62  -2.84
H  -3.88  -0.64  -0.93
H  -2.71  0.72  -0.93
H  -2.87  -0.29  0.49
H  -2.96  -2.96  -0.65
H  -1.87  -2.40  0.64
H  -1.20  -3.18  -0.78
N  0.94  2.04  1.60
C  0.40  3.41  1.66
C  0.09  3.93  0.25
C  -1.17  3.23  -0.30
O  -2.27  3.63  0.11
O  -0.99  2.27  -1.11
H  0.99  1.64  2.53
H  1.90  2.08  1.24
H  1.09  4.10  2.17
H  -0.53  3.39  2.24
H  0.94  3.74  -0.40
H  -0.11  5.00  0.30
C  -5.22  3.35  4.53
N  -5.59  1.98  4.16
C  -6.44  2.05  2.98
N  -5.86  2.76  1.85
C  -5.48  4.10  2.29
N  -4.60  4.12  3.45
C  -3.28  3.57  3.11
P  -3.31  1.81  2.51
C  -4.39  1.18  3.90
C  -4.70  2.04  1.30
H  -4.55  3.32  5.38
H  -6.14  3.87  4.82
H  -7.37  2.55  3.26
H  -6.68  1.03  2.66
H  -6.39  4.64  2.55
H  -4.98  4.61  1.47
H  -2.63  3.64  3.99
H  -2.83  4.17  2.32
H  -3.79  1.12  4.82
H  -4.70  0.15  3.67
H  -5.03  1.06  0.95
H  -4.29  2.59  0.45

These are the Löwdin partial charges, in e, on atoms 1 to 6: 1.27, -0.03, -0.28, -0.05, -0.10, -1.13

No. 2
Formula: C31H49AsCrF5O8SSeTe
Source: OMol25
Level of theory: wB97M-V/def2-TZVPD

* multiplicity: 4
* E_HOMO (alpha / beta): -2.4 / -2.5 eV
* max |F|: 1.31 eV/Å
* total charge: -2

Positions of all 98 atoms, in Å:
Cr  -0.71  2.00  1.01
C  -0.84  -5.23  -1.89
C  -2.12  -4.92  -1.10
C  -3.32  -5.21  -1.99
C  -2.18  -5.86  0.12
C  -2.08  -3.47  -0.62
C  -1.06  -3.02  0.19
C  -0.98  -1.71  0.62
Se  0.45  -1.21  1.78
C  1.76  -0.77  0.45
C  2.59  -1.79  0.02
C  3.57  -1.58  -0.94
C  3.76  -0.27  -1.34
C  3.00  0.81  -0.89
C  1.84  0.54  -0.09
O  0.91  1.43  0.03
C  3.42  2.23  -1.30
C  2.75  2.60  -2.62
C  4.95  2.32  -1.47
C  3.05  3.27  -0.24
C  4.37  -2.76  -1.49
C  5.09  -3.50  -0.35
C  3.42  -3.74  -2.19
C  5.43  -2.32  -2.51
C  -1.93  -0.74  0.23
O  -1.87  0.51  0.60
C  -3.03  -1.20  -0.56
C  -3.06  -2.53  -0.96
C  -4.20  -0.26  -0.88
C  -5.29  -0.94  -1.71
C  -4.84  0.19  0.44
C  -3.71  0.96  -1.68
H  -0.85  -6.26  -2.26
H  0.05  -5.09  -1.28
H  -0.76  -4.56  -2.75
H  -3.30  -6.26  -2.30
H  -3.31  -4.59  -2.89
H  -4.26  -5.04  -1.47
H  -2.20  -6.91  -0.20
H  -3.08  -5.66  0.71
H  -1.32  -5.72  0.77
H  -0.28  -3.70  0.52
H  2.43  -2.78  0.44
H  4.55  -0.05  -2.04
H  3.02  1.89  -3.41
H  3.05  3.61  -2.94
H  1.66  2.59  -2.51
H  5.33  1.72  -2.29
H  5.45  2.00  -0.55
H  5.22  3.36  -1.67
H  1.98  3.44  -0.19
H  3.54  4.21  -0.47
H  3.37  2.94  0.76
H  4.38  -3.88  0.38
H  5.77  -2.82  0.17
H  5.67  -4.34  -0.73
H  2.66  -4.11  -1.49
H  3.96  -4.61  -2.59
H  2.90  -3.25  -3.01
H  6.16  -1.65  -2.06
H  4.97  -1.81  -3.36
H  5.96  -3.20  -2.88
H  -3.89  -2.85  -1.57
H  -5.75  -1.78  -1.19
H  -4.92  -1.29  -2.68
H  -6.08  -0.20  -1.90
H  -5.22  -0.68  0.98
H  -5.68  0.87  0.24
H  -4.14  0.73  1.06
H  -3.29  0.64  -2.64
H  -2.96  1.53  -1.14
H  -4.56  1.63  -1.88
F  -4.63  3.11  1.17
Te  -3.20  4.36  1.44
F  -4.01  6.07  1.50
F  -4.13  4.31  3.14
F  -3.78  4.57  -0.37
F  -1.96  5.27  2.68
O  -2.21  2.86  2.00
C  -1.61  3.23  4.92
As  0.03  3.01  3.96
C  1.17  2.27  5.33
C  0.87  4.68  3.55
O  0.13  1.79  2.80
H  -1.42  3.99  5.68
H  -1.82  2.27  5.39
H  -2.43  3.54  4.27
H  1.31  2.97  6.15
H  2.13  2.02  4.89
H  0.72  1.35  5.70
H  1.22  5.08  4.50
H  0.16  5.33  3.06
H  1.70  4.46  2.88
O  -1.53  3.15  -0.53
S  -0.67  4.36  -0.26
O  0.11  4.80  -1.37
O  0.12  3.90  0.93
O  -1.63  5.41  0.25

These are the Löwdin partial charges, in e, on atoms 1 to 6: 0.87, -0.06, -0.56, -0.08, -0.06, -0.19

No. 3
Formula: C31H49BrCaN2OP2
Source: OMol25
Level of theory: wB97M-V/def2-TZVPD

* multiplicity: 1
* E_HOMO: -12.8 eV
* max |F|: 4.00 eV/Å
* total charge: +2

Positions of all 87 atoms, in Å:
C  -1.92  5.60  -2.25
C  -1.99  4.32  -2.84
C  -2.51  4.24  -4.16
C  -2.93  5.42  -4.80
N  -2.88  6.61  -4.20
C  -2.35  6.72  -2.98
C  -1.46  3.20  -2.10
C  -0.60  2.49  -1.53
C  0.53  1.67  -1.24
C  1.46  1.91  -0.20
C  2.27  0.89  0.24
C  2.00  -0.44  -0.26
C  1.49  -0.50  -1.59
C  0.73  0.54  -2.06
Ca  -2.64  1.78  -0.65
P  3.23  -1.82  0.04
H  -2.56  3.28  -4.69
H  -1.53  5.72  -1.25
H  -3.29  5.39  -5.84
H  -2.23  7.73  -2.57
H  0.27  0.52  -3.05
H  1.45  2.90  0.26
H  1.64  -1.39  -2.20
H  3.04  1.04  1.00
C  2.50  -2.94  1.28
C  2.62  -4.44  1.10
H  1.41  -2.71  1.30
H  2.88  -2.63  2.26
H  2.00  -4.92  1.87
H  2.24  -4.75  0.13
H  3.65  -4.81  1.21
C  3.59  -2.72  -1.50
C  4.44  -2.03  -2.58
H  2.62  -3.00  -1.92
H  4.06  -3.68  -1.22
H  4.67  -2.76  -3.37
H  3.91  -1.20  -3.06
H  5.39  -1.65  -2.20
C  4.77  -1.21  0.75
C  5.84  -2.30  0.95
H  4.52  -0.74  1.71
H  5.14  -0.41  0.10
H  6.73  -1.88  1.44
H  5.47  -3.12  1.58
H  6.15  -2.74  -0.01
Br  0.17  -0.97  1.30
P  -2.96  -1.99  -1.51
C  -1.22  -2.54  -1.63
C  -1.07  -4.06  -1.79
H  -0.71  -2.19  -0.71
H  -0.76  -2.02  -2.49
H  -0.01  -4.33  -1.76
H  -1.58  -4.61  -0.98
H  -1.47  -4.41  -2.75
C  -3.33  -2.14  0.28
C  -4.61  -2.98  0.45
H  -3.44  -1.14  0.73
H  -2.47  -2.63  0.76
H  -4.90  -3.05  1.51
H  -5.46  -2.56  -0.09
H  -4.48  -4.01  0.09
C  -2.89  -0.29  -2.13
C  -3.07  -0.31  -3.66
H  -1.90  0.17  -1.88
H  -3.79  0.21  -1.68
H  -3.24  0.71  -4.05
H  -2.18  -0.72  -4.16
H  -3.93  -0.93  -3.94
O  -2.41  1.88  1.56
C  -1.74  1.82  2.64
C  -0.38  2.48  2.74
C  -0.09  3.25  4.02
C  0.40  2.32  5.13
C  -0.74  1.47  5.70
C  -1.41  0.51  4.73
N  -2.23  1.15  3.69
H  0.36  1.69  2.58
H  -0.32  3.16  1.88
H  0.67  4.00  3.78
H  -0.98  3.80  4.35
H  1.22  1.69  4.76
H  0.80  2.95  5.93
H  -0.32  0.85  6.51
H  -1.49  2.14  6.14
H  -0.63  -0.10  4.26
H  -2.08  -0.16  5.29
H  -3.12  0.69  3.49

These are the Löwdin partial charges, in e, on atoms 1 to 6: 0.00, -0.24, 0.00, -0.10, 0.08, -0.10

No. 4
Formula: C31H49BrO2P2Y
Source: OMol25
Level of theory: wB97M-V/def2-TZVPD

* multiplicity: 1
* E_HOMO: -10.4 eV
* max |F|: 8.03 eV/Å
* total charge: +1

Positions of all 86 atoms, in Å:
Y  0.85  0.22  0.63
C  0.58  -0.98  3.11
C  1.61  0.01  3.21
C  -0.42  1.10  2.89
C  -0.67  -0.31  2.91
C  0.99  1.30  3.07
C  0.73  -2.44  3.36
H  1.77  -2.76  3.22
H  0.10  -3.02  2.67
H  0.43  -2.73  4.38
C  -2.01  -0.95  2.89
H  -1.93  -2.04  2.94
H  -2.54  -0.71  1.96
H  -2.63  -0.61  3.74
C  -1.47  2.15  2.91
H  -1.83  2.32  3.93
H  -2.32  1.85  2.29
H  -1.09  3.10  2.52
C  1.66  2.63  3.19
H  2.46  2.60  3.96
H  0.95  3.41  3.50
H  2.13  2.97  2.25
C  2.99  -0.26  3.66
H  3.06  -0.29  4.76
H  3.70  0.51  3.33
H  3.34  -1.24  3.31
C  1.09  -1.03  -1.45
C  1.41  -1.78  -0.32
C  2.81  -2.05  0.19
C  3.80  -0.84  0.32
C  3.21  0.56  0.41
C  2.65  1.18  -0.68
C  2.95  0.63  -2.08
C  2.03  -0.53  -2.51
H  3.29  -2.80  -0.47
H  4.52  -0.92  -0.52
H  2.75  -2.56  1.17
H  2.62  -1.37  -2.92
H  0.07  -1.08  -1.83
H  0.64  -2.52  0.01
H  1.44  -0.17  -3.37
H  2.88  1.44  -2.83
H  2.24  2.21  -0.68
H  3.98  0.27  -2.13
H  4.44  -1.03  1.21
H  3.54  1.16  1.27
P  -0.35  -4.26  -1.33
C  -1.95  -4.67  -0.55
H  -2.44  -5.52  -1.06
H  -2.58  -3.77  -0.59
H  -1.75  -4.93  0.50
C  -0.91  -3.86  -3.03
H  -1.40  -4.73  -3.50
H  -0.03  -3.56  -3.61
H  -1.60  -3.01  -2.95
C  0.35  -5.92  -1.61
H  1.25  -5.83  -2.23
H  -0.41  -6.52  -2.12
H  0.61  -6.36  -0.64
P  0.48  3.46  -2.54
C  1.10  5.11  -2.03
H  1.39  5.71  -2.91
H  1.98  4.98  -1.39
H  0.32  5.62  -1.46
C  1.31  3.27  -4.16
H  2.36  3.56  -4.07
H  0.78  3.91  -4.87
H  1.26  2.22  -4.48
C  -1.24  3.81  -3.05
H  -1.28  4.06  -4.12
H  -1.66  4.63  -2.44
H  -1.82  2.90  -2.87
Br  -4.35  -1.94  0.12
C  -4.44  -0.03  0.03
C  -5.58  0.58  0.54
C  -5.63  1.97  0.66
C  -4.56  2.75  0.21
C  -3.44  2.15  -0.35
C  -3.37  0.76  -0.48
C  -2.08  0.10  -0.82
O  -1.99  -0.99  -1.42
O  -1.03  0.77  -0.37
H  -6.41  -0.03  0.89
H  -6.51  2.44  1.10
H  -4.59  3.83  0.30
H  -2.58  2.74  -0.70

These are the Löwdin partial charges, in e, on atoms 1 to 6: 1.59, -0.28, -0.31, -0.29, -0.27, -0.30

Number 1: calculated total energy -3042.49396 Ha, M 763.5 g/mol. Number 2: calculated total energy -8660.01334 Ha, M 1010.3 g/mol. Number 3: calculated total energy -5329.18393 Ha, M 647.7 g/mol. Number 4: calculated total energy -4655.92886 Ha, M 684.5 g/mol.